{"formula": "C6H13NO2", "method": "the ωB97M-V functional and the def2-TZVPD basis", "gap_ev": 8.402, "homo_ev": -7.64, "total_energy_ev": -12015.5454, "smiles": "CC(C)C(N)=C=O.CO", "e_above_lowest_kcal_mol": 73.3, "species": ["H", "C", "H", "H", "H", "C", "H", "O", "C", "C", "H", "O", "H", "H", "H", "H", "H", "H", "C", "N", "H", "C"], "xyz": [[1.363830, 1.054388, 2.520202], [-2.625271, -0.252671, -0.538521], [-2.523107, -1.337422, -0.572491], [0.565479, -1.763461, -0.623439], [-1.384312, 1.495345, -0.724518], [0.276468, 0.836892, 0.985240], [2.989543, -0.764765, 0.881327], [1.632010, 0.094463, 2.143188], [2.928616, 0.103713, 1.535010], [-0.830575, 0.122142, -2.277705], [3.063896, 1.014362, 0.947308], [0.238878, 1.903676, 1.609198], [0.585543, -1.689381, 1.031132], [3.692591, 0.043682, 2.311439], [-3.376219, 0.046330, -1.272301], [-2.977695, 0.028837, 0.453840], [-1.560303, 0.508861, -2.988509], [0.132525, 0.587844, -2.489372], [-1.278886, 0.412683, -0.840483], [0.066587, -1.442487, 0.198745], [-0.745512, -0.951454, -2.446938], [-0.234086, -0.051578, 0.157647]], "forces_ev_per_angstrom": [[1.219, -2.616, -0.740], [0.080, 0.061, -0.030], [-0.014, 0.002, 0.016], [0.004, 0.033, 0.062], [0.016, -0.053, -0.008], [-1.019, 2.576, 1.054], [0.008, 0.026, 0.054], [-0.397, 1.700, 1.061], [-0.105, 0.230, 0.188], [-0.014, 0.092, 0.165], [0.044, -0.050, -0.021], [-0.151, -1.292, -1.419], [-0.070, 0.010, -0.072], [0.022, -0.034, -0.095], [0.007, 0.021, 0.007], [-0.021, -0.022, 0.002], [-0.035, 0.001, -0.032], [0.019, -0.004, -0.011], [-0.002, -0.003, 0.015], [0.068, -0.011, -0.098], [0.011, -0.077, -0.019], [0.328, -0.591, -0.076]], "mulliken_charge": [0.414, -1.425, 0.321, 0.200, 0.279, 0.808, 0.235, -0.532, -0.579, -1.597, 0.284, -0.733, 0.282, 0.274, 0.393, 0.357, 0.424, 0.359, 0.576, -0.591, 0.347, -0.098]}

{"formula": "C6H13NO2", "method": "the ωB97M-V functional and the def2-TZVPD basis", "gap_ev": 9.537, "homo_ev": -8.56, "total_energy_ev": -12012.5722, "smiles": "CCN(C)CC1(C)OO1", "e_above_lowest_kcal_mol": 141.9, "species": ["H", "C", "C", "H", "H", "H", "H", "H", "C", "H", "C", "H", "H", "C", "H", "H", "H", "C", "H", "N", "O", "O"], "xyz": [[-0.775677, 2.702059, 2.220185], [1.292311, -0.125269, -1.226102], [-1.005312, 1.208137, 0.711997], [1.606218, 0.880973, -0.961767], [2.108934, -0.840451, -1.267112], [0.402907, -2.680535, -0.121164], [-1.299890, -0.396347, -0.770811], [-0.750369, -0.335243, -1.883269], [0.379637, -0.167276, -2.377022], [-1.359588, -0.897503, 1.054523], [-0.642021, 1.627893, 2.111277], [0.398595, 1.369650, 2.296784], [0.252065, 0.790544, -2.872207], [-0.780185, -0.258021, 0.383743], [1.924786, -2.132896, 0.609175], [0.453387, -2.225993, 1.593652], [-1.275230, 1.107424, 2.828408], [0.845780, -1.977849, 0.602059], [0.545700, -0.994285, -3.063824], [0.565110, -0.585650, 0.290958], [-0.771399, 2.124824, -0.299005], [-2.115760, 1.805812, 0.139524]], "forces_ev_per_angstrom": [[-0.036, -0.001, -0.003], [-0.899, -0.523, 3.159], [0.125, -0.504, 0.742], [0.271, -0.157, -0.158], [0.116, 0.243, 0.004], [-0.005, -0.042, 0.038], [0.308, 0.211, 3.359], [2.713, 0.286, -1.979], [-3.126, -0.564, 0.777], [0.186, 0.023, 0.013], [-0.026, 0.176, -0.301], [0.027, -0.071, 0.050], [0.225, -0.059, -0.195], [-2.045, 0.421, -3.199], [-0.018, -0.058, 0.050], [0.078, 0.083, -0.097], [0.003, -0.048, 0.039], [-0.002, 0.005, -0.351], [0.024, 0.144, -0.050], [2.151, 0.302, -1.620], [0.825, 0.192, -0.489], [-0.896, -0.060, 0.209]], "mulliken_charge": [0.392, -0.592, 1.330, 0.269, 0.425, 0.361, 0.053, 0.130, -0.610, 0.593, -1.466, 0.312, 0.262, -0.855, 0.337, 0.385, 0.324, -1.109, 0.315, -0.106, -0.349, -0.399]}

{"formula": "C6H13NO2", "method": "the ωB97M-V functional and the def2-TZVPD basis", "gap_ev": 10.274, "homo_ev": -9.62, "total_energy_ev": -12016.9554, "smiles": "CC[C@H](C)[C@H](N)C(=O)O", "e_above_lowest_kcal_mol": 40.8, "species": ["H", "H", "H", "H", "O", "C", "H", "C", "H", "O", "H", "H", "C", "C", "H", "H", "C", "N", "H", "C", "H", "H"], "xyz": [[1.515698, 0.611896, 0.505277], [0.707475, -0.937353, -3.253491], [-0.663958, -1.156747, -0.920643], [1.241615, -0.721081, 1.493754], [-0.966484, 1.088242, 2.140462], [1.290654, -1.633955, 0.776461], [-0.804969, 1.528056, -0.937714], [1.394807, -1.162231, -0.687362], [0.452787, -2.307093, 0.900094], [-2.100881, -0.341669, 0.852726], [1.392120, 1.890200, -0.476901], [-0.582048, 0.378857, -3.109846], [0.261243, -0.038152, -2.594366], [-1.175669, 0.622356, 1.057737], [1.038702, 0.827269, -2.673836], [2.215632, -2.088331, 1.177012], [0.098710, -0.403002, -1.081666], [0.949083, 1.422840, 0.266890], [2.239107, -0.536281, -0.959940], [-0.250239, 0.830074, -0.156490], [1.468456, -1.998414, -1.430563], [-2.042313, -0.713980, -0.012829]], "forces_ev_per_angstrom": [[0.485, 1.047, 0.261], [-1.107, 1.978, 1.638], [-0.401, -0.321, -0.594], [-0.627, -1.651, -1.034], [-0.732, 0.048, -0.624], [1.616, 1.691, 0.927], [0.772, -0.945, 1.860], [-0.952, -0.533, -0.437], [-0.181, 0.023, 0.252], [-0.826, 0.653, 1.504], [0.674, 0.700, -0.941], [-0.823, -0.124, -0.021], [2.530, -0.113, -0.482], [1.363, -1.343, -0.122], [-0.995, -1.523, 0.202], [-0.406, -0.297, -0.583], [0.060, -0.692, -0.557], [0.650, 0.120, 1.381], [0.377, 0.104, 0.493], [-1.459, 1.004, -3.082], [-0.086, 0.337, 0.932], [0.068, -0.163, -0.971]], "mulliken_charge": [0.261, 0.299, 0.214, 0.300, -0.506, -1.140, 0.269, -1.253, 0.276, -0.484, 0.328, 0.423, -1.536, 0.493, 0.276, 0.344, 0.515, -0.647, 0.441, 0.185, 0.510, 0.433]}

{"formula": "C6H13NO2", "method": "the ωB97M-V functional and the def2-TZVPD basis", "gap_ev": 10.657, "homo_ev": -9.78, "total_energy_ev": -12017.1512, "smiles": "C=C[C@@H](C)[C@H](N)C(O)O", "e_above_lowest_kcal_mol": 36.3, "species": ["H", "H", "N", "C", "H", "H", "H", "O", "H", "H", "H", "H", "C", "C", "H", "C", "H", "O", "H", "C", "C", "H"], "xyz": [[0.073216, -2.100885, -0.095051], [-0.469822, 1.808209, -1.276783], [0.024859, -1.753076, 0.867820], [2.904201, 0.106708, -0.385938], [-2.126409, -2.008203, 0.936533], [1.068785, 1.010656, 1.229727], [0.679315, 2.753232, -0.338982], [-2.736548, -1.338214, 0.566522], [3.298006, 0.460195, 0.563751], [-2.540649, -0.837054, -1.726462], [-0.748997, -0.115803, 1.853392], [0.960495, -1.784451, 1.270655], [-0.475945, -0.367950, 0.821011], [-0.084711, 1.971635, -0.264602], [-2.394202, 0.590294, 0.021153], [1.596502, 0.150654, -0.664155], [-0.881772, 2.376370, 0.366513], [-1.648941, -0.760184, -1.345496], [1.234823, -0.251954, -1.609973], [-1.872031, -0.370582, -0.006528], [0.511158, 0.700218, 0.335170], [3.628667, -0.239816, -1.118276]], "forces_ev_per_angstrom": [[0.261, 0.081, 0.412], [-0.082, -0.074, 0.200], [-0.414, 0.307, -0.596], [-0.642, 0.189, -0.240], [-0.383, 0.105, -0.151], [0.068, -0.089, -0.131], [-0.034, -0.215, 0.034], [0.603, 0.338, 0.460], [-0.069, 0.002, -0.076], [0.491, -0.108, 0.036], [-0.191, 0.116, -0.239], [-0.291, -0.009, -0.165], [-1.617, -0.005, -0.956], [-0.187, 0.248, -0.015], [0.215, -0.052, 0.195], [-0.371, 0.029, 1.159], [-0.034, -0.054, -0.094], [0.121, 0.442, -0.142], [-0.045, 0.216, 0.051], [0.829, -1.233, 1.042], [1.902, -0.194, -0.900], [-0.128, -0.041, 0.117]], "mulliken_charge": [0.278, 0.335, -0.760, -0.750, 0.380, 0.410, 0.469, -0.572, 0.269, 0.322, 0.367, 0.291, -0.312, -1.753, 0.376, -0.357, 0.366, -0.498, 0.297, -0.071, 0.636, 0.276]}

{"formula": "C6H13NO2", "method": "the ωB97M-V functional and the def2-TZVPD basis", "gap_ev": 9.008, "homo_ev": -9.84, "total_energy_ev": -12007.1875, "e_above_lowest_kcal_mol": 266.1, "species": ["C", "C", "H", "H", "H", "C", "C", "H", "C", "H", "H", "O", "H", "C", "H", "H", "N", "H", "H", "O", "H", "H"], "xyz": [[-2.667372, 0.472693, 0.086994], [0.040949, -0.375845, 1.492009], [2.072226, -1.487329, -1.781626], [0.949806, -1.109732, 1.557973], [-1.393859, 0.510816, -1.801657], [1.027254, -0.157803, -0.723774], [-0.183216, -0.204065, 0.037889], [-0.689319, -1.129493, -0.141072], [1.969999, 0.880617, -0.070161], [-2.995112, 1.837298, 1.214479], [-1.209101, 1.964130, -0.446157], [1.901282, 2.128215, -0.305952], [-3.732904, 0.480093, -1.250509], [-1.393648, 0.885016, -0.545359], [1.099037, -2.197020, -0.798972], [-2.646208, -1.147479, 0.888841], [1.686834, -1.433448, -0.760998], [0.409475, 0.578713, 2.032504], [0.664505, 0.317116, -1.774757], [2.967695, 0.510975, 0.691469], [3.062567, -0.384991, 0.657930], [-0.940881, -0.938480, 1.740906]], "forces_ev_per_angstrom": [[-3.397, 0.538, 0.109], [0.850, -0.528, 1.514], [-0.167, 0.056, 2.520], [-1.854, 0.976, 0.270], [0.025, 1.421, 3.704], [0.820, 2.544, -2.798], [-3.664, 1.745, -0.004], [-0.432, -0.653, -1.173], [0.036, 5.593, -2.296], [0.362, -3.565, -2.419], [0.281, -0.588, -0.108], [-0.780, -4.292, 0.654], [2.220, -0.109, 3.978], [2.260, -3.561, -2.147], [-2.067, -1.760, 0.497], [-0.260, 3.859, -1.929], [3.253, 1.139, -3.690], [-1.251, -1.558, -0.465], [1.533, -1.167, 1.979], [0.003, 2.937, 0.634], [0.379, -4.416, -0.060], [1.850, 1.387, 1.228]], "mulliken_charge": [-0.768, -0.777, 0.265, 0.298, 0.281, 0.485, -0.693, 0.616, 0.107, 0.179, 0.276, -0.633, 0.209, -0.348, 0.262, 0.189, -0.704, 0.300, 0.354, -0.430, 0.375, 0.157]}

{"formula": "C6H13NO2", "method": "the ωB97M-V functional and the def2-TZVPD basis", "gap_ev": 10.613, "homo_ev": -9.94, "total_energy_ev": -12018.2721, "smiles": "CC[C@H](C)[C@H](N)C(=O)O", "e_above_lowest_kcal_mol": 10.4, "species": ["H", "O", "C", "N", "C", "H", "C", "O", "H", "H", "H", "H", "H", "C", "H", "C", "H", "H", "C", "H", "H", "H"], "xyz": [[1.486357, -1.298809, 0.343494], [-2.447313, 0.107037, 1.867511], [2.551052, 0.235005, -0.731501], [-2.319093, -0.674235, -0.747758], [-1.098247, -0.804392, 0.118432], [-0.778306, -1.836362, 0.096511], [-0.286147, 1.551641, -0.632334], [-0.511326, -0.842601, 2.497727], [1.314729, 0.246152, 1.096903], [0.308982, -1.155132, 2.114730], [-2.913002, -1.466336, -0.508278], [2.617457, -0.337438, -1.678927], [-0.379050, 1.955922, 0.425332], [-1.423960, -0.459728, 1.578574], [0.072419, -0.363637, -1.567532], [1.350894, -0.210834, 0.121744], [-2.872295, 0.120372, -0.366796], [2.509074, 1.309669, -1.005361], [0.017237, 0.040343, -0.545421], [0.564434, 2.053604, -1.120880], [-1.209650, 1.753455, -1.189560], [3.445754, 0.076302, -0.166612]], "forces_ev_per_angstrom": [[-0.149, 0.465, -0.352], [0.788, -0.396, 0.513], [-0.625, 0.404, -0.320], [0.066, 0.133, 1.309], [-1.058, 0.932, -1.051], [0.130, -0.423, -0.084], [0.091, -0.189, 1.155], [-0.739, 0.430, 0.654], [0.463, 0.655, 0.394], [0.096, -0.184, -0.413], [-0.012, 0.008, -0.226], [-0.126, 0.206, 0.565], [0.019, -0.245, -1.218], [-0.190, 0.362, -0.835], [-0.088, 0.114, 0.177], [0.483, -0.793, -0.465], [0.609, -0.551, -0.378], [-0.005, -0.621, 0.248], [-0.261, -0.160, -0.194], [-0.512, -0.051, 0.163], [0.291, -0.029, 0.180], [0.729, -0.067, 0.178]], "mulliken_charge": [0.362, -0.564, -1.383, -0.777, -0.281, 0.540, -1.435, -0.517, 0.491, 0.383, 0.283, 0.321, 0.283, 0.383, 0.291, -0.862, 0.317, 0.300, 0.673, 0.412, 0.376, 0.406]}